No. 1
The following is a quantum chemistry calculation of a 6-piece molecular cluster, C29H25Br2F5N2O15S overall at a distorted geometry, from OMol25.

Last column: Löwdin charge in e.
CARTESIAN COORDINATES (ANGSTROEM)
C  4.65  -1.61  2.02  0.0675
C  3.76  -0.64  1.88  -0.0778
C  2.81  0.67  1.73  -0.0682
C  1.32  0.60  2.24  -0.0694
C  0.73  -0.73  2.94  -0.1596
C  -0.27  -1.58  1.96  -0.1213
C  0.11  -1.62  0.54  -0.0288
C  0.41  1.89  2.04  -0.1672
C  -1.14  1.93  2.46  -0.6310
Br  -1.62  1.88  4.38  0.6830
C  -2.11  2.01  1.39  -0.5989
C  -3.70  2.10  1.70  -0.1530
Br  -1.59  2.03  -0.55  0.6635
C  1.02  3.21  1.39  0.0350
C  2.55  3.28  0.92  -0.2729
N  3.15  4.47  0.33  -0.2601
S  4.77  3.92  0.05  0.8982
N  4.78  2.26  0.57  -0.2639
C  3.44  1.97  1.08  -0.2059
H  5.63  -2.12  2.38  0.0624
H  0.12  -0.40  3.87  0.0848
H  1.60  -1.38  3.34  0.1068
H  -1.16  -2.12  2.43  0.1044
H  -0.40  -0.86  -0.16  0.0409
H  0.92  -2.37  0.24  0.0710
H  -4.31  2.04  0.71  0.0705
H  -4.00  3.07  2.24  0.0874
H  -3.96  1.15  2.32  0.0768
H  0.31  4.13  1.28  0.1141
C  1.04  6.51  -1.98  -0.0775
C  1.73  7.22  -3.09  -0.3272
O  1.20  6.60  -4.25  0.1407
C  -0.05  6.19  -3.90  -0.5247
O  -0.90  5.87  -4.68  0.1665
O  -0.23  6.20  -2.54  0.0703
F  3.06  7.00  -3.06  0.0752
H  1.54  5.58  -1.69  0.1259
H  0.93  7.14  -1.09  0.1447
H  1.53  8.30  -3.13  0.1763
C  -7.18  -0.37  0.15  -0.0600
C  -7.27  -1.33  1.29  -0.3273
O  -5.97  -1.88  1.35  0.1473
C  -5.14  -0.91  0.87  -0.5250
O  -3.95  -0.91  1.02  0.1439
O  -5.84  0.07  0.22  0.0561
F  -8.15  -2.32  1.03  0.0770
H  -7.36  -0.85  -0.82  0.1495
H  -7.87  0.47  0.26  0.1476
H  -7.51  -0.86  2.25  0.1667
C  -10.48  -4.55  4.58  -0.0692
C  -11.37  -4.35  3.40  -0.3257
O  -11.38  -2.95  3.22  0.1451
C  -10.17  -2.53  3.68  -0.5193
O  -9.71  -1.44  3.45  0.1527
O  -9.56  -3.48  4.44  0.0787
F  -12.64  -4.76  3.67  0.0801
H  -11.01  -4.44  5.53  0.1494
H  -9.97  -5.51  4.56  0.1453
H  -11.02  -4.84  2.48  0.1781
C  6.32  1.16  -2.43  -0.0768
C  6.04  1.40  -3.87  -0.3220
O  6.83  0.44  -4.53  0.1492
C  6.92  -0.60  -3.65  -0.4968
O  7.29  -1.71  -3.96  0.1464
O  6.55  -0.25  -2.40  0.0861
F  6.46  2.63  -4.24  0.0798
H  7.22  1.68  -2.07  0.1515
H  5.48  1.43  -1.78  0.1058
H  4.99  1.27  -4.15  0.1794
C  7.72  -4.56  -3.51  -0.0777
C  8.46  -5.09  -2.32  -0.3234
O  8.50  -6.48  -2.55  0.1357
C  8.47  -6.63  -3.91  -0.5283
O  8.75  -7.64  -4.48  0.1580
O  8.09  -5.48  -4.53  0.0780
F  7.78  -4.86  -1.18  0.0731
H  6.63  -4.60  -3.37  0.1522
H  8.01  -3.54  -3.76  0.1041
H  9.49  -4.71  -2.23  0.1762

Summary:
- E_HOMO (eV) = -7.308
- SMILES = C#Cc1c(CC=C)c(/C(Br)=C(/C)Br)cc2nsnc12.O=C1OC[C@@H](F)O1.O=C1OC[C@@H](F)O1.O=C1OC[C@@H](F)O1.O=C1OC[C@@H](F)O1.O=C1OC[C@@H](F)O1



No. 2
The following is a quantum chemistry calculation of C29H25BrHfN6O6S4Sb as an isolated structure at a distorted geometry, from OMol25.

Last column: Löwdin charge in e.
CARTESIAN COORDINATES (ANGSTROEM)
Hf  -0.17  -1.96  -0.12  1.3017
O  -3.89  -0.36  -5.76  0.0996
C  -2.79  -0.99  -5.24  -0.4708
O  -2.09  -1.63  -5.96  0.1480
C  -2.59  -0.81  -3.79  -0.0496
C  -3.50  -0.33  -2.85  -0.0148
N  -2.90  -0.36  -1.66  -0.0236
N  -1.67  -0.84  -1.75  -0.0869
C  -1.45  -1.11  -3.02  -0.1193
C  -0.08  -1.71  -3.24  -0.5534
O  0.58  -1.48  -4.22  0.1022
O  0.27  -2.41  -2.20  -0.1799
H  -4.37  0.12  -5.08  0.0805
H  -4.53  -0.02  -2.94  0.1304
H  -3.18  -0.16  -0.68  0.0038
S  -3.26  -3.12  3.54  -0.3438
Sb  -3.80  -2.16  1.55  0.2423
S  -1.02  -4.25  0.63  0.0049
S  -2.15  -0.37  1.23  -0.0398
S  -2.58  -3.40  -0.40  -0.1482
C  3.06  -0.81  -2.42  -0.0470
O  2.05  -0.24  -1.59  -0.1059
C  2.07  1.09  -1.39  -0.2027
C  3.07  1.96  -1.79  -0.0464
C  2.94  3.31  -1.48  -0.6719
Br  4.33  4.49  -1.99  0.7233
C  1.84  3.81  -0.82  -0.0792
C  0.82  2.93  -0.42  -0.0667
C  0.96  1.58  -0.69  -0.1632
O  0.05  0.63  -0.33  -0.1278
C  -0.35  3.51  0.26  -0.2507
N  -0.33  4.70  0.81  0.1715
C  -1.59  4.90  1.31  -0.2277
C  -2.13  6.00  1.99  -0.0249
C  -3.45  5.93  2.38  -0.1071
C  -4.24  4.80  2.10  -0.1021
C  -3.73  3.71  1.43  -0.0164
C  -2.40  3.78  1.05  -0.1853
N  -1.58  2.91  0.37  0.1649
H  4.03  -0.76  -1.92  0.1013
H  3.09  -0.31  -3.39  0.1032
H  2.77  -1.85  -2.56  0.0897
H  3.94  1.61  -2.32  0.1034
H  1.74  4.86  -0.60  0.1043
H  -0.55  0.89  0.39  -0.0528
H  -1.51  6.86  2.21  0.1062
H  -3.89  6.76  2.91  0.0937
H  -5.27  4.79  2.43  0.0966
H  -4.34  2.84  1.23  0.1083
H  -1.85  1.99  0.05  0.0789
C  0.71  -3.50  3.39  -0.0345
C  0.67  -2.02  3.29  -0.3715
N  0.62  -1.28  2.19  -0.0321
C  0.76  0.03  2.61  -0.1781
C  0.83  0.09  3.96  -0.0745
N  0.77  -1.22  4.37  0.1118
H  1.21  -3.93  2.52  0.0580
H  -0.30  -3.89  3.44  0.0234
H  1.25  -3.79  4.30  0.0836
H  0.80  0.86  1.92  0.0901
H  0.91  0.92  4.63  0.1099
H  0.73  -1.55  5.32  0.1574
C  4.33  -4.24  0.38  -0.1172
C  3.25  -4.81  -0.28  -0.1012
C  2.07  -4.09  -0.42  -0.1857
C  1.90  -2.80  0.11  -0.3322
C  3.02  -2.26  0.74  -0.1574
C  4.22  -2.95  0.87  -0.1129
H  5.25  -4.80  0.50  0.0897
H  3.32  -5.82  -0.67  0.0945
H  1.25  -4.56  -0.95  0.0526
H  2.97  -1.26  1.16  0.0849
H  5.06  -2.49  1.38  0.0910

Summary:
- E_HOMO (eV) = -4.731
- charge = -1



No. 3
The following is a quantum chemistry calculation of C29H25BrInN5O2S3 as an isolated structure, from OMol25.

Last column: Löwdin charge in e.
CARTESIAN COORDINATES (ANGSTROEM)
In  -1.68  -1.11  -1.21  0.7106
C  -0.65  0.44  3.50  -0.1062
C  -0.10  -0.25  2.26  -0.2300
C  0.64  0.72  1.37  -0.1894
C  1.91  1.12  1.75  -0.0414
C  2.61  2.06  1.00  -0.0648
C  2.03  2.59  -0.14  -0.0465
C  0.77  2.20  -0.57  -0.1686
C  0.25  2.77  -1.86  -0.2064
C  -0.15  4.25  -1.75  -0.0821
C  0.07  1.28  0.22  -0.1781
N  -1.22  0.82  -0.19  -0.0006
C  -2.16  1.67  -0.45  -0.1094
C  -3.35  1.28  -1.13  -0.3616
C  -4.55  1.95  -1.35  -0.0350
C  -5.39  1.04  -2.00  -0.0750
C  -4.66  -0.14  -2.16  -0.1316
N  -3.43  0.00  -1.64  -0.0510
H  -1.19  -0.26  4.14  0.0705
H  -1.33  1.25  3.23  0.0506
H  0.16  0.87  4.09  0.0762
H  -0.92  -0.73  1.71  0.0528
H  0.59  -1.05  2.55  0.0832
H  2.37  0.68  2.62  0.1128
H  3.61  2.36  1.30  0.1109
H  2.59  3.30  -0.75  0.1189
H  -0.58  2.19  -2.25  0.0876
H  1.04  2.68  -2.61  0.1195
H  -0.97  4.39  -1.03  0.0630
H  -0.48  4.64  -2.71  0.0761
H  0.68  4.85  -1.40  0.0731
H  -2.04  2.72  -0.16  0.1454
H  -4.78  2.96  -1.06  0.1100
H  -6.40  1.20  -2.33  0.0953
H  -4.97  -1.06  -2.63  0.1149
Br  -3.85  0.08  2.02  0.9131
C  -4.05  -1.70  1.45  -0.6815
C  -5.08  -2.43  2.01  -0.0957
C  -5.23  -3.75  1.62  -0.0253
C  -4.34  -4.28  0.70  0.0201
C  -3.35  -3.46  0.19  -0.1655
N  -3.19  -2.18  0.56  0.0596
C  -2.41  -4.03  -0.87  -0.5696
O  -2.44  -5.22  -1.08  0.1027
O  -1.66  -3.16  -1.47  -0.1461
H  -5.75  -1.97  2.72  0.1027
H  -6.02  -4.36  2.03  0.1186
H  -4.38  -5.30  0.35  0.1270
S  3.25  -2.35  1.98  0.6216
C  2.75  -1.88  0.48  -1.0739
S  1.19  -2.32  -0.18  1.0044
C  1.47  -1.26  -1.55  -1.0461
N  2.65  -0.75  -1.57  0.0467
N  3.38  -1.15  -0.48  -0.1285
C  4.72  -0.66  -0.42  -0.2048
C  5.00  0.59  -0.96  -0.0288
C  6.30  1.06  -0.93  -0.0776
C  7.32  0.29  -0.38  -0.0896
C  7.03  -0.96  0.13  -0.0741
C  5.73  -1.45  0.11  -0.0441
S  0.26  -0.93  -2.76  0.6551
H  4.20  1.16  -1.40  0.0974
H  6.52  2.03  -1.35  0.1033
H  8.34  0.67  -0.37  0.1013
H  7.82  -1.58  0.54  0.1055
H  5.51  -2.43  0.50  0.0780

Summary:
- E_HOMO (eV) = -7.873



Number 1: frontier orbital gap 5.3 eV. Number 2: frontier orbital gap 6.8 eV. Number 3: frontier orbital gap 7.5 eV.